Record 1
{"formula": "C4H11OS2", "method": "ωB97M-V/def2-TZVPD", "mol_weight_g_mol": 139.265, "homo_lumo_gap_ev": 5.623, "e_above_lowest_kcal_mol": 57.5, "e_tot_ev": -28043.397, "lumo_energy_ev": 3.3, "fmax_ev_per_a": 2.75, "homo_ev": -2.28, "charge": -1, "species": ["S", "S", "O", "C", "C", "C", "C", "H", "H", "H", "H", "H", "H", "H", "H", "H", "H", "H"], "positions_angstrom": [[-0.864, -0.053, 0.101], [-0.999, 2.092, 0.666], [0.990, -1.379, -0.190], [-0.717, 0.337, -1.687], [2.023, -0.968, 0.584], [-0.825, -1.027, -2.403], [1.711, -0.961, 2.077], [0.005, -1.680, -2.125], [0.225, 0.828, -1.910], [0.316, 2.363, 0.689], [-1.725, -1.541, -2.051], [2.418, 0.081, 0.314], [-1.577, 0.934, -1.983], [0.938, -0.221, 2.295], [2.951, -1.543, 0.390], [1.246, -1.910, 2.375], [2.594, -0.770, 2.697], [-0.732, -0.935, -3.494]], "forces_ev_per_angstrom": [[0.544, 2.678, 0.339], [-1.002, -0.250, -0.049], [0.541, -1.286, -0.680], [-0.281, -1.690, 0.009], [0.315, 0.921, -0.567], [0.720, -0.042, 0.033], [-0.380, -0.145, 0.357], [0.050, 0.249, 0.315], [0.101, 0.107, 0.121], [0.028, -0.404, -0.018], [-0.159, 0.121, -0.531], [-0.544, -0.368, 0.275], [0.148, 0.287, 0.174], [0.189, 0.192, 0.001], [0.022, -0.436, 0.204], [0.321, -0.089, -0.116], [-0.018, 0.031, 0.014], [-0.597, 0.123, 0.123]], "nbo_charge": [0.220, -0.360, -0.923, -0.512, -0.020, -0.647, -0.643, 0.264, 0.205, 0.109, 0.196, 0.068, 0.197, 0.201, 0.104, 0.187, 0.170, 0.183]}

Record 2
{"formula": "C4H11N3", "method": "ωB97M-V/def2-TZVPD", "spin_multiplicity": 2, "mol_weight_g_mol": 101.153, "homo_lumo_gap_ev": [2.039, 8.064], "e_above_lowest_kcal_mol": 55.6, "e_tot_ev": -8793.059, "lumo_energy_ev": [3.8, 3.8], "fmax_ev_per_a": 3.09, "homo_ev": [1.75, -4.25], "charge": -1, "species": ["N", "N", "N", "C", "C", "C", "C", "H", "H", "H", "H", "H", "H", "H", "H", "H", "H", "H"], "positions_angstrom": [[0.039, -1.254, 1.521], [-2.139, 0.421, 1.525], [0.369, -0.477, -2.186], [-1.082, 0.616, 0.555], [1.403, 0.292, 0.026], [1.204, 0.548, -1.546], [0.063, -0.078, 0.601], [-0.860, -1.631, 1.744], [0.544, -1.046, 2.359], [0.648, -1.535, -2.207], [2.317, 0.470, -2.125], [2.107, -0.523, 0.202], [0.654, 1.511, -1.812], [-2.984, 1.031, 1.224], [-2.322, -0.590, 1.534], [1.755, 1.161, 0.538], [-0.570, -0.391, -1.834], [-1.148, 1.475, -0.120]], "forces_ev_per_angstrom": [[1.209, 0.820, -1.691], [-1.260, 1.042, -1.308], [0.374, -2.023, -0.810], [0.610, 0.631, -0.195], [-1.650, -0.418, -1.769], [2.157, -0.985, -0.918], [-0.639, -1.165, 2.145], [-0.371, 0.069, 0.100], [0.164, 0.004, 0.480], [-0.262, 3.024, 0.583], [-2.512, 0.647, 1.515], [0.021, -0.084, -0.290], [1.160, -0.878, 0.686], [1.661, -2.025, 0.706], [-0.851, 0.951, 0.135], [0.518, 0.908, 0.202], [-0.197, -0.360, 0.149], [-0.131, -0.159, 0.281]], "lowdin_spin": [0.023, 0.065, 0.012, 0.045, 0.121, 0.227, 0.033, 0.031, 0.008, 0.022, 0.142, 0.043, 0.059, 0.021, 0.033, 0.067, 0.017, 0.032]}

Record 3
{"formula": "C49H64O5Pd", "method": "ωB97M-V/def2-TZVPD", "mol_weight_g_mol": 839.466, "homo_lumo_gap_ev": 5.289, "e_above_lowest_kcal_mol": 0.0, "e_tot_ev": -65570.910, "lumo_energy_ev": 4.2, "fmax_ev_per_a": 0.39, "homo_ev": -1.07, "charge": -2, "species": ["Pd", "O", "O", "O", "O", "O", "C", "C", "C", "C", "C", "C", "C", "C", "C", "C", "C", "C", "C", "C", "C", "C", "C", "C", "C", "C", "C", "C", "C", "C", "C", "C", "C", "C", "C", "C", "C", "C", "C", "C", "C", "C", "C", "C", "C", "C", "C", "C", "C", "C", "C", "C", "C", "C", "C", "H", "H", "H", "H", "H", "H", "H", "H", "H", "H", "H", "H", "H", "H", "H", "H", "H", "H", "H", "H", "H", "H", "H", "H", "H", "H", "H", "H", "H", "H", "H", "H", "H", "H", "H", "H", "H", "H", "H", "H", "H", "H", "H", "H", "H", "H", "H", "H", "H", "H", "H", "H", "H", "H", "H", "H", "H", "H", "H", "H", "H", "H", "H", "H"], "positions_angstrom": [[0.128, -1.419, -3.104], [0.090, -1.222, -0.948], [2.919, -0.837, -2.541], [0.116, -2.395, -4.971], [0.043, 1.285, -3.011], [-2.804, -0.820, -2.591], [2.855, -0.149, -1.365], [3.089, 1.515, 2.646], [-2.970, 0.858, 1.221], [4.336, 2.403, 2.754], [0.050, 2.354, -2.309], [-2.836, -0.510, 0.973], [3.160, 0.457, 3.749], [-4.399, 0.784, 3.273], [-0.006, -3.220, -3.965], [2.958, -0.242, -3.823], [0.040, -5.033, 0.744], [-2.755, -0.140, -1.411], [-3.203, 2.890, 2.721], [2.793, -1.003, -0.246], [-1.127, 4.195, -1.181], [-2.703, -1.013, -0.300], [-1.356, -3.888, -3.743], [-0.845, -6.487, 2.594], [-2.902, -0.222, -3.869], [2.587, 2.353, -2.187], [-2.921, 1.689, 0.124], [-1.157, 3.012, -1.896], [2.866, 1.241, -1.173], [-2.518, -2.501, -0.483], [1.408, 6.640, 0.355], [-0.677, -7.384, 0.269], [-2.488, 2.363, -2.194], [0.063, -2.396, -0.414], [1.264, -3.080, -0.073], [2.988, 1.703, 0.139], [-0.714, 7.224, -0.787], [1.254, 3.008, -1.901], [1.226, -4.354, 0.478], [-3.120, 1.365, 2.653], [0.055, 4.833, -0.798], [2.891, -0.479, 1.029], [0.010, 6.127, 0.009], [1.370, -7.008, 1.616], [-0.743, 5.894, 1.328], [1.839, 2.375, 2.880], [3.012, 0.889, 1.255], [-1.911, 0.919, 3.486], [-1.137, -4.350, 0.429], [-1.160, -3.080, -0.120], [1.232, 4.197, -1.185], [-2.775, 1.241, -1.198], [2.628, -2.498, -0.407], [1.166, -4.134, -3.637], [-0.019, -6.453, 1.300], [1.890, -6.384, 2.346], [1.960, 5.911, 0.952], [-2.939, 2.763, 0.263], [-5.275, 1.098, 2.701], [-1.702, -7.073, 0.061], [2.104, -3.586, -3.716], [2.827, -1.177, 1.856], [1.989, 6.851, -0.546], [-0.194, 7.413, -1.728], [-3.009, -1.055, -4.563], [-1.993, 0.326, -4.121], [1.330, 7.565, 0.935], [1.278, -8.016, 2.032], [2.179, -4.824, 0.703], [1.073, -4.534, -2.624], [-1.855, -6.112, 2.426], [3.821, 0.427, -3.916], [4.303, 3.219, 2.032], [5.238, 1.818, 2.558], [-1.431, -4.281, -2.726], [-0.794, 6.815, 1.920], [-0.240, 5.125, 1.918], [1.192, -4.978, -4.343], [-4.058, 3.268, 2.156], [3.262, 0.947, 4.721], [-0.993, 1.323, 3.060], [-3.316, 3.205, 3.762], [4.016, -0.206, 3.607], [-2.793, -1.217, 1.797], [-2.004, 1.272, 4.519], [2.191, 4.633, -0.921], [3.349, -2.985, 0.260], [-3.249, -3.003, 0.161], [2.990, 2.780, 0.270], [-2.763, -2.769, -1.512], [-1.763, 5.552, 1.142], [3.068, -1.073, -4.518], [-1.817, -0.167, 3.502], [2.256, -0.154, 3.772], [2.614, 2.018, -3.211], [-2.083, 4.639, -0.907], [-1.735, 6.922, -1.026], [1.752, 3.156, 2.122], [3.365, 3.116, -2.073], [0.941, 1.760, 2.817], [-2.096, -4.830, 0.618], [-2.299, 3.354, 2.322], [-0.381, -5.858, 3.357], [2.900, -2.778, -1.426], [-2.501, 2.037, -3.221], [-3.267, 3.126, -2.082], [-0.758, 8.159, -0.216], [-4.374, -0.307, 3.272], [-0.920, -7.509, 2.981], [4.412, 2.836, 3.757], [-2.159, -3.168, -3.905], [-3.786, 0.422, -3.932], [-0.698, -8.419, 0.632], [1.873, 2.849, 3.867], [1.987, -7.067, 0.718], [-1.483, -4.723, -4.447], [-4.517, 1.125, 4.307], [2.026, 0.277, -4.047], [-0.125, -7.352, -0.672]], "forces_ev_per_angstrom": [[-0.251, 0.163, 0.098], [-0.205, -0.158, -0.292], [0.033, 0.023, 0.058], [-0.027, -0.032, 0.021], [0.003, -0.019, 0.027], [0.046, 0.038, -0.023], [0.076, 0.111, 0.008], [0.002, 0.016, 0.018], [-0.046, 0.012, 0.006], [-0.003, -0.026, -0.005], [0.019, -0.166, -0.102], [0.120, -0.025, 0.034], [-0.001, 0.005, -0.016], [0.007, 0.007, -0.020], [0.084, 0.127, 0.031], [0.003, 0.037, 0.069], [-0.010, 0.023, -0.078], [-0.044, 0.043, -0.010], [0.008, -0.026, 0.008], [0.086, 0.035, -0.017], [0.020, 0.012, -0.035], [-0.041, 0.041, -0.026], [-0.014, 0.036, -0.025], [0.012, -0.004, 0.002], [0.106, 0.058, 0.156], [0.036, 0.036, 0.099], [0.069, 0.000, 0.022], [-0.083, 0.073, 0.037], [-0.095, -0.174, -0.067], [0.002, -0.039, -0.027], [-0.015, 0.001, -0.007], [0.004, 0.012, 0.010], [-0.046, 0.008, 0.075], [0.049, -0.065, -0.009], [0.106, -0.050, 0.094], [-0.082, 0.003, 0.028], [0.007, 0.002, 0.004], [0.118, 0.071, 0.052], [0.015, 0.015, 0.096], [-0.013, 0.009, 0.015], [0.007, -0.021, -0.028], [-0.108, -0.034, 0.009], [0.000, 0.000, 0.015], [-0.018, -0.006, -0.009], [0.004, 0.002, -0.017], [0.037, 0.025, -0.006], [0.038, -0.002, 0.008], [-0.027, -0.010, -0.002], [0.032, 0.000, 0.090], [-0.070, 0.061, 0.079], [-0.029, 0.001, -0.023], [0.073, -0.125, -0.032], [-0.034, -0.001, 0.020], [-0.051, 0.002, -0.009], [-0.001, -0.004, 0.014], [0.002, 0.002, 0.003], [0.007, -0.005, 0.004], [0.005, -0.011, -0.006], [-0.010, 0.001, 0.005], [0.000, 0.006, -0.010], [0.040, 0.045, -0.026], [0.019, -0.011, 0.003], [0.005, 0.002, -0.003], [0.003, 0.006, -0.002], [0.000, 0.019, 0.002], [0.018, 0.031, 0.038], [0.002, 0.002, 0.003], [0.003, -0.002, -0.001], [0.009, -0.004, -0.020], [0.018, 0.004, 0.025], [-0.003, 0.000, 0.003], [-0.003, 0.031, -0.013], [0.003, 0.000, -0.008], [0.012, 0.000, 0.014], [0.003, -0.002, -0.014], [-0.001, 0.005, 0.008], [0.003, 0.001, 0.007], [-0.005, -0.014, 0.022], [-0.005, 0.010, -0.001], [-0.009, -0.001, 0.004], [-0.057, -0.014, 0.009], [0.002, 0.004, 0.002], [0.010, 0.001, 0.013], [-0.014, -0.009, -0.001], [0.007, 0.004, 0.004], [0.009, -0.001, -0.003], [0.044, -0.010, -0.054], [-0.042, -0.022, -0.066], [0.009, -0.015, 0.002], [0.055, 0.038, 0.017], [-0.002, 0.004, 0.005], [-0.012, -0.010, 0.007], [0.006, -0.006, 0.004], [-0.001, -0.011, -0.009], [-0.039, -0.108, -0.157], [-0.007, -0.001, -0.006], [-0.003, -0.003, -0.006], [-0.013, 0.005, -0.008], [0.033, -0.051, -0.025], [0.054, 0.010, -0.012], [-0.003, 0.004, -0.016], [-0.004, 0.004, -0.009], [0.000, 0.005, 0.001], [-0.056, 0.010, -0.034], [0.018, -0.116, -0.161], [-0.028, -0.045, -0.019], [-0.007, 0.005, 0.004], [0.001, -0.006, 0.003], [-0.001, -0.003, 0.005], [-0.003, 0.012, -0.001], [0.019, -0.020, -0.001], [0.000, 0.046, -0.007], [-0.010, -0.003, 0.005], [-0.008, -0.002, 0.010], [0.010, 0.002, 0.000], [0.012, -0.010, 0.023], [-0.001, -0.002, 0.004], [-0.001, 0.094, 0.021], [0.004, -0.014, -0.002]], "mulliken_charge": [0.630, -0.733, -0.534, -0.922, -0.839, -0.458, 1.214, 2.797, 0.039, -1.839, 0.618, -0.655, -2.430, -1.961, 1.557, -1.178, -0.283, 0.505, -2.196, -0.188, -0.330, -0.217, -1.092, -1.710, -1.134, -1.422, -0.294, 0.117, 0.323, -1.104, -2.159, -1.715, -1.496, 0.816, 0.047, -0.732, -1.952, 0.388, -0.377, 2.631, -0.396, -0.176, 2.333, -2.197, -1.378, -1.331, -0.445, -1.243, -0.562, 0.338, -0.268, 0.503, -1.369, -1.263, 2.305, 0.406, 0.269, 0.127, 0.390, 0.321, 0.075, 0.489, 0.394, 0.400, 0.310, 0.271, 0.452, 0.451, 0.363, 0.039, 0.307, 0.380, 0.255, 0.388, -0.005, 0.525, 0.034, 0.533, 0.369, 0.489, -0.101, 0.509, 0.433, 0.406, 0.505, 0.359, 0.429, 0.420, 0.101, 0.401, 0.299, 0.279, 0.350, 0.322, 0.325, 0.309, 0.293, 0.084, 0.450, -0.218, 0.324, 0.259, 0.361, 0.406, 0.357, 0.488, 0.469, 0.323, 0.460, 0.463, 0.024, 0.392, 0.464, 0.586, 0.386, 0.560, 0.448, 0.340, 0.323]}